Molecular formula: C21H30InN3O4PS
Method: DFT, ωB97M-V/def2-TZVPD

Calculated values
* charge: -1
* spin multiplicity: 1
* molecular weight: 566.347 g/mol
* E_tot: -2213.03096 a.u.
* largest force on an atom: 0.0312 Eh/bohr

```
61
Properties=species:S:1:pos:R:3:mulliken_charge:R:1
C -3.795 1.288 0.207 -0.882
C -3.253 1.551 1.614 -0.485
C -2.073 0.639 2.022 -0.479
C -0.717 1.377 2.086 -1.128
In -0.204 2.143 0.030 0.578
C 1.916 2.821 -0.068 -0.777
C 2.390 3.383 -1.425 -0.670
C 1.458 4.413 -2.063 -0.864
C 0.359 3.810 -2.950 0.119
N 0.591 4.038 -4.394 -0.747
N -1.488 3.904 -0.295 -0.506
C -1.286 4.665 0.590 0.167
S -0.826 5.766 1.691 -0.422
P -0.707 0.221 -1.574 0.246
N -0.694 -1.228 -0.841 -0.482
H -3.699 0.244 -0.091 0.214
H -3.342 1.918 -0.555 0.087
H -4.862 1.517 0.178 0.407
H -4.068 1.352 2.306 0.466
H -2.921 2.582 1.711 0.214
H -1.972 -0.203 1.336 0.274
H -2.306 0.220 3.008 0.395
H 0.037 0.665 2.403 0.277
H -0.818 2.225 2.762 0.421
H 2.038 3.594 0.685 0.387
H 2.525 1.949 0.156 0.249
H 2.651 2.579 -2.114 0.310
H 3.335 3.906 -1.234 0.370
H 2.073 5.019 -2.731 0.528
H 1.053 5.108 -1.331 0.167
H 0.243 2.738 -2.769 -0.111
H -0.568 4.309 -2.691 0.314
H 0.998 3.222 -4.833 0.240
H -0.314 4.151 -4.830 0.245
H -2.005 0.420 -2.115 -0.031
H 0.283 0.169 -2.608 -0.002
H -1.619 -1.626 -0.972 0.000
C 2.617 -0.404 1.978 0.275
C 2.583 -1.711 1.725 -0.443
C 3.469 -2.656 2.445 0.332
O 3.445 -3.849 2.218 -0.574
C 4.395 -2.091 3.459 -0.420
C 4.429 -0.786 3.712 -0.422
C 3.540 0.163 2.992 0.195
O 3.576 1.351 3.229 -0.534
H 1.974 0.292 1.458 0.134
H 1.911 -2.138 0.989 0.566
H 5.033 -2.799 3.974 0.402
H 5.097 -0.356 4.448 0.410
C -0.855 -5.678 -2.202 -0.419
C -1.726 -4.704 -1.950 -0.183
C -2.632 -4.765 -0.778 0.491
O -3.429 -3.882 -0.548 -0.559
C -2.528 -5.955 0.104 -0.385
C -1.658 -6.929 -0.149 -0.341
C -0.752 -6.866 -1.323 0.403
O 0.041 -7.756 -1.551 -0.574
H -0.186 -5.650 -3.052 0.401
H -1.813 -3.828 -2.579 0.363
H -3.197 -5.982 0.955 0.400
H -1.568 -7.804 0.482 0.393
```